C53H67F12IN4O39P | ωB97M-V/def2-TZVPD

Structure (XYZ):
```
177
Properties=species:S:1:pos:R:3
I -0.464 -1.198 5.366
P 0.032 -1.192 -0.479
F -7.401 4.302 -11.606
F -8.547 -1.213 0.529
F -6.616 6.271 -5.058
F 10.714 -11.699 6.724
F 4.521 5.190 12.858
F 3.251 -0.430 -6.857
F 0.781 3.435 -3.981
F -6.118 -5.854 -5.298
F 3.799 -8.582 2.897
F 6.057 2.699 7.822
F -8.829 12.216 -6.154
F 11.729 -7.558 1.326
O -5.751 12.499 -4.643
O 10.641 -7.627 4.963
O 4.632 1.090 7.126
O 3.921 2.008 5.221
O 4.341 4.428 8.492
O -2.574 6.309 -6.896
O 3.814 3.094 10.223
O -4.587 -4.195 -2.701
O 10.275 -9.626 5.940
O -4.138 7.920 -6.793
O -7.769 6.172 -10.396
O 12.037 -9.347 4.592
O -0.019 0.632 -6.730
O 3.687 -4.531 1.086
O -6.461 -4.094 -3.925
O 9.694 -8.506 1.067
O 2.962 0.119 5.971
O -7.645 1.189 -1.771
O -1.470 -0.643 -0.092
O -6.206 -2.744 -2.137
O 1.510 -0.345 -5.421
O -6.204 5.912 -8.809
O 4.411 5.219 10.602
O 5.102 -6.243 0.732
O -2.859 4.252 -1.564
O -5.230 10.327 -4.378
O 8.468 -7.148 2.354
O 3.343 -6.522 2.087
O -2.464 4.582 -3.754
O -9.205 0.820 -0.200
O -9.084 2.832 -1.221
O -0.918 3.560 -2.492
O -0.471 0.296 -4.554
O -1.002 -5.270 0.256
O -4.476 5.981 -5.730
O -2.536 -5.017 1.875
O 7.532 -8.997 1.487
O -7.701 7.591 -8.645
O -7.246 10.925 -5.192
N -1.125 0.135 2.793
N 3.368 -0.257 3.201
N 1.903 -0.129 1.340
N 1.185 0.330 3.456
C -1.263 -5.176 1.420
C 0.889 -3.015 3.068
C -5.997 11.170 -4.706
C -2.192 3.205 1.661
C 4.019 -5.657 1.280
C 5.369 -0.804 1.707
C 0.019 -0.563 3.291
C -2.155 4.146 -2.511
C -7.958 12.150 -5.122
C 9.819 -6.654 2.393
C 5.234 -7.551 1.321
C 1.911 -0.589 -6.760
C -0.174 -4.092 3.434
C -8.682 1.730 -1.079
C 0.785 0.275 -1.290
C -0.161 -5.269 2.455
C 10.958 -8.760 5.149
C -5.424 6.900 -5.201
C 0.268 0.205 -5.480
C -5.478 7.953 -6.271
C -4.001 -3.933 0.214
C 3.768 0.997 6.100
C -1.099 2.788 0.664
C -3.631 6.704 -6.513
C 4.203 4.262 9.658
C -4.514 -5.255 -3.662
C -8.706 -0.448 -0.583
C 4.877 2.928 5.787
C 3.825 -7.824 1.776
C 8.474 -8.285 1.626
C -2.577 2.071 2.622
C -1.327 1.471 3.333
C -3.072 -3.760 1.398
C 1.166 0.479 -7.521
C -5.509 -4.804 -4.701
C 12.156 -10.657 5.161
C 0.285 -1.770 2.361
C 10.414 -7.283 1.162
C -6.858 13.172 -5.255
C 2.195 -0.019 2.640
C 3.806 4.749 11.797
C -5.793 -3.597 -2.850
C -6.787 5.305 -10.933
C 10.745 -10.928 5.614
C 4.438 -0.641 2.453
C 1.100 -1.403 1.105
C 5.631 2.032 6.736
C -7.384 -0.106 -1.216
C -1.307 4.397 -4.579
C 3.903 3.253 11.644
C -6.087 4.799 -9.699
C -7.270 6.652 -9.223
C -0.570 3.309 -3.843
H 4.861 2.865 11.994
H -9.417 -0.932 -1.255
H -3.435 -4.290 -0.635
H 3.492 -0.156 4.205
H -8.508 12.196 -4.180
H -1.936 -0.444 2.962
H -3.573 -3.212 2.195
H 6.472 1.500 6.284
H 1.864 0.143 -1.360
H 1.542 -3.506 2.345
H -4.407 -2.967 -0.097
H -7.081 14.104 -4.742
H -1.558 2.539 -0.284
H -0.690 -2.093 1.999
H 1.712 1.423 -7.545
H 1.521 -2.763 3.919
H -1.877 4.065 2.253
H -0.861 2.293 -4.112
H 5.930 -7.507 2.149
H -5.043 4.550 -9.876
H 10.307 -6.998 3.319
H 1.533 0.319 4.414
H -2.210 -3.188 1.043
H 0.923 0.183 -8.538
H -6.147 5.863 -11.620
H 9.840 -5.566 2.362
H -5.085 7.257 -4.227
H -3.506 -5.356 -4.057
H -1.586 4.112 -5.589
H 10.099 -11.366 4.851
H -6.590 3.933 -9.266
H -3.083 3.458 1.092
H -5.097 -4.143 -5.466
H 5.511 3.360 5.017
H -0.511 2.151 3.115
H -2.092 -1.368 0.004
H 10.278 -6.711 0.242
H -0.396 3.610 0.528
H -7.091 -0.809 -1.983
H 0.803 -5.457 1.999
H 1.647 -1.611 -7.038
H 4.351 3.725 6.306
H 2.717 -0.054 0.743
H -0.520 1.920 0.986
H -6.621 13.387 -6.297
H -3.022 1.286 2.002
H -1.148 -3.610 3.516
H -1.544 1.492 4.408
H -4.806 -6.195 -3.191
H 0.624 1.150 -0.655
H -0.409 -6.166 3.035
H -6.177 7.708 -7.067
H 3.100 2.722 12.148
H 12.859 -10.629 5.995
H -3.351 2.360 3.331
H 6.136 -0.930 0.991
H -4.845 -4.582 0.433
H -5.722 8.932 -5.876
H -0.740 5.328 -4.621
H 0.074 -4.420 4.442
H -6.582 -0.030 -0.478
H 0.314 0.476 -2.247
H 5.589 -8.272 0.597
H 12.510 -11.374 4.424
H 1.809 -2.183 0.833
H 2.786 5.133 11.863
H 3.182 -8.277 1.018
```

The charge is +1. The total energy comes out at -191853.1744 eV. For the LUMO energy, the calculation gives -0.08965 Eh. The calculation puts the HOMO energy at -10.16 eV.